# 1
{
  "formula": "C6H6N4NaSbSe4",
  "method": "wB97M-V/def2-TZVPD",
  "elements": ["Na", "Se", "Sb", "Se", "Se", "Se", "N", "C", "C", "N", "C", "C", "N", "C", "C", "N", "H", "H", "H", "H", "H", "H"],
  "coordinates": [[0.76719, 0.93131, -0.20486], [2.53617, -0.03167, 5.25212], [1.70792, 0.80414, 3.11075], [2.34628, -0.68641, 1.14347], [-0.82104, 0.96128, 3.07544], [2.43810, 3.09196, 2.49646], [-2.98183, 0.92490, 0.72269], [-3.98821, 0.06131, 0.40814], [-4.00275, -0.00542, -0.95919], [-3.01481, 0.77676, -1.48347], [-2.41355, 1.32284, -0.44271], [-1.29756, 2.25088, -0.51133], [-0.51176, 2.39721, -1.56703], [0.38189, 3.37831, -1.22800], [0.14756, 3.81173, 0.04824], [-0.91874, 3.09028, 0.48996], [-2.53888, 1.01355, 1.64119], [-4.58090, -0.41867, 1.16711], [-4.66407, -0.57054, -1.59671], [1.13236, 3.70889, -1.92693], [0.66014, 4.52335, 0.66699], [-1.22472, 3.04442, 1.46188]],
  "atomic_forces_ev_per_a": [[0.3735, -0.1883, 0.4010], [-0.0871, 0.0169, -0.1852], [-0.0165, 0.1065, -0.3166], [0.0880, -0.1009, 0.4640], [0.1552, -0.0537, 0.3009], [0.0538, -0.1552, 0.0410], [-0.2485, -0.0384, -0.2002], [-0.0630, 0.0466, -0.1003], [-0.0139, -0.0600, 0.0791], [0.0357, 0.2361, -0.1608], [-0.3819, -0.3260, 0.0604], [0.0874, 0.3258, -0.2678], [-0.3925, -0.0215, -0.2062], [-0.0697, 0.2385, -0.0599], [0.0601, 0.1785, -0.2087], [-0.2307, 0.2416, -0.0535], [0.3427, 0.0158, 0.1272], [0.0325, -0.0215, -0.0058], [-0.0004, -0.0213, 0.0281], [0.0608, -0.0052, 0.0822], [0.0210, -0.1251, 0.1176], [0.1932, -0.2894, 0.0635]],
  "de_lowest_ev": 0.000,
  "orbital_gap_ev": 4.73,
  "total_energy_ha": -10459.7364,
  "homo_ev": -0.88,
  "charge": -2
}

# 2
{
  "formula": "C10H44F6FeN17O18S2",
  "method": "wB97M-V/def2-TZVPD",
  "elements": ["Fe", "C", "F", "F", "F", "S", "O", "O", "N", "S", "O", "O", "C", "F", "F", "F", "C", "O", "N", "N", "H", "H", "H", "H", "C", "O", "N", "N", "H", "H", "H", "H", "C", "O", "N", "N", "H", "H", "H", "H", "C", "O", "N", "N", "H", "H", "H", "H", "C", "O", "N", "N", "H", "H", "H", "H", "C", "O", "N", "N", "H", "H", "H", "H", "C", "O", "N", "N", "H", "H", "H", "H", "C", "O", "N", "N", "H", "H", "H", "H", "O", "H", "H", "O", "H", "H", "O", "H", "H", "O", "H", "H", "O", "H", "H", "O", "H", "H"],
  "coordinates": [[13.28987, -10.33091, 7.14458], [9.73827, -12.72982, 7.57212], [10.23966, -13.66343, 6.81121], [9.26445, -11.80420, 6.74861], [8.62253, -13.25793, 8.09918], [10.81574, -11.87005, 8.87157], [10.36979, -10.50964, 9.05602], [10.75561, -12.61473, 10.08904], [12.40632, -11.82807, 8.15604], [12.99806, -13.24980, 8.56911], [12.05805, -14.33560, 8.91152], [13.92930, -13.69590, 7.50084], [14.10141, -12.79025, 10.19620], [13.24538, -12.26711, 11.13934], [14.78451, -13.86732, 10.61707], [15.00122, -11.87121, 9.87263], [14.99480, -7.99817, 5.35329], [14.37281, -8.71148, 6.11572], [14.46205, -7.20631, 4.41896], [16.23437, -8.07551, 5.02522], [14.95442, -6.74156, 3.66951], [13.45506, -7.12977, 4.40435], [16.78300, -8.79913, 5.46735], [16.67670, -7.31832, 4.52411], [8.17971, -6.29412, 9.20690], [7.04059, -5.98356, 9.10731], [8.63705, -7.32374, 8.58760], [9.05864, -5.49424, 9.76375], [8.00406, -7.77738, 7.94445], [9.61960, -7.42439, 8.37650], [10.03639, -5.60970, 9.53849], [8.70571, -4.61108, 10.10372], [11.56310, -5.29881, 7.98558], [11.49017, -6.50267, 7.68064], [12.28486, -4.84859, 8.93098], [11.08386, -4.23779, 7.30507], [12.48675, -3.88005, 9.13413], [12.98995, -5.49214, 9.26084], [10.46725, -4.44677, 6.53291], [11.05960, -3.42598, 7.90545], [9.63370, -7.58751, 4.40751], [9.41659, -8.26306, 5.38545], [10.41621, -6.54025, 4.37182], [9.34977, -7.91782, 3.23134], [10.38014, -6.10079, 5.28049], [10.33818, -6.05157, 3.49136], [9.71528, -7.26561, 2.55228], [9.02806, -8.86541, 3.09461], [11.53493, -8.87993, 11.73689], [12.63924, -9.39802, 11.96595], [11.39167, -7.72210, 11.16029], [10.52567, -9.40298, 12.31780], [10.63695, -7.15039, 11.51194], [12.20793, -7.36128, 10.68739], [9.72303, -9.13215, 11.76778], [10.64619, -10.15905, 12.97654], [12.33429, -12.26633, 4.80987], [12.70355, -11.23041, 5.39570], [13.03435, -13.41464, 4.78100], [11.16818, -12.27090, 4.22714], [12.63782, -14.24100, 4.35672], [13.96678, -13.27356, 5.14261], [10.63713, -13.12956, 4.19907], [10.65382, -11.40307, 4.27622], [16.42239, -14.04300, 4.32199], [15.87639, -13.29947, 5.07168], [17.18241, -15.07604, 4.66313], [16.27626, -14.10251, 3.03315], [17.58907, -15.76971, 4.05194], [17.00705, -15.36165, 5.61590], [16.89838, -14.79451, 2.64045], [15.95653, -13.31421, 2.48868], [16.30253, -10.74710, 2.37290], [15.69291, -11.46319, 1.60114], [16.57370, -11.07277, 3.53887], [16.91165, -9.65428, 1.94322], [16.34202, -12.02020, 3.80119], [17.16816, -10.44059, 4.05565], [16.59491, -9.35104, 1.03337], [17.34888, -8.99967, 2.57600], [17.43199, -8.66694, 8.93341], [18.37543, -8.82861, 8.93229], [17.12590, -9.03804, 9.76095], [18.03708, -10.19222, 6.21559], [18.86333, -10.67549, 6.21848], [17.92733, -9.89913, 7.12018], [15.26373, -11.21615, 7.14613], [16.09734, -10.75074, 7.21491], [15.44105, -11.93825, 6.54335], [11.85958, -8.91829, 6.86852], [11.26466, -8.74348, 6.13931], [11.73653, -8.17711, 7.46159], [13.94242, -9.19166, 8.73798], [14.32141, -8.31653, 8.65580], [13.81631, -9.31114, 9.67929], [14.51525, -6.29275, 9.72069], [14.87165, -6.97001, 10.29561], [15.19297, -5.61720, 9.69679]],
  "atomic_forces_ev_per_a": [[0.7496, 0.3050, -1.1996], [-2.3999, 0.0721, -0.4252], [1.5752, -0.6815, -0.0656], [0.4645, 1.3456, -0.4806], [0.6728, 0.0419, 1.2007], [0.6752, 2.0579, 2.0318], [0.1138, -0.5205, -1.6177], [-0.3734, -0.1832, -0.6137], [-3.6281, -1.5007, 2.1273], [2.6260, -4.6793, -1.2368], [1.6651, 2.2233, -0.2965], [-0.6806, 1.5080, 2.0929], [-1.7008, -0.4493, -0.4252], [1.7922, -1.1465, -1.2085], [-1.0389, 0.7466, 0.0616], [-0.1329, 0.3208, 0.0490], [-2.1919, -0.4267, -2.2989], [0.2399, 0.2611, 0.9026], [-3.8634, 2.0970, -0.5649], [5.6752, -1.3391, 1.0421], [-0.0421, -0.3996, 0.3912], [0.0793, 0.2158, 0.0327], [0.4497, 0.4092, 0.0150], [0.1062, -0.4477, 0.2978], [-0.7373, 1.2510, -1.1512], [-4.2733, 1.0005, 0.6254], [2.0991, -4.1906, -2.1020], [2.8422, 1.9403, 2.1405], [0.1343, 0.0148, 0.2224], [-0.1548, -0.1628, 0.1165], [-0.3435, 0.1931, 0.5040], [0.2129, -0.2255, -0.1144], [-0.6186, -0.8522, -3.5495], [-0.5468, 1.2353, 0.0926], [3.5906, 0.1427, 5.0797], [-1.1612, -0.5149, -1.2537], [-0.2634, -0.2055, -0.3606], [-0.0952, -0.0304, 0.5094], [-0.3566, 0.8234, 0.4743], [-0.7772, 0.3256, -1.0939], [0.9765, -1.5320, 3.0421], [-0.5113, -0.7723, 2.0082], [1.8877, 3.4111, 1.5898], [-2.2986, -2.1748, -5.6851], [0.5590, 0.7560, -0.3377], [0.4200, 1.0679, 0.9093], [-0.6869, -1.3713, -0.9332], [-0.0998, 0.4078, -0.7193], [5.3081, -1.9287, 2.3680], [1.5115, 0.1707, -1.4305], [-0.6815, 2.5656, -2.0384], [-4.3237, -0.2842, 0.4396], [0.2781, 0.3737, -0.5692], [-0.4659, 0.2995, 0.2989], [-1.1323, -1.0466, 1.0326], [-0.3552, -0.0132, -0.6376], [1.3123, -0.8107, 1.2862], [0.8895, 0.3609, -0.5022], [-0.3220, 1.4474, 0.0696], [-2.8949, 0.0855, -1.4480], [0.6203, 0.1723, 0.1219], [0.1501, -1.1118, 0.0298], [0.0189, 0.2362, -0.2705], [-0.0974, -0.3187, 0.2121], [0.6165, -2.8672, -1.4316], [-1.2259, 2.5844, 2.7199], [1.5626, -1.8085, 3.6895], [-0.3203, 0.6212, -3.6269], [-0.3500, 0.3402, 0.1286], [0.5244, -0.2479, 0.0120], [-0.5594, 0.6275, -0.9405], [-0.2088, 0.1292, -0.5997], [-0.4206, 0.1318, -4.9444], [-1.4664, -1.1408, -1.1320], [1.3483, -1.3386, 6.4211], [0.6244, 2.8932, -1.5927], [0.0594, 0.8567, 0.9938], [-0.1921, -0.8848, 0.5627], [0.3044, 0.2580, 0.2094], [-0.2135, -0.0777, -0.3596], [-0.1653, -0.0351, -0.5422], [0.4068, 0.1762, 0.2311], [-0.1350, -0.2704, 0.2882], [-0.1470, 0.0385, -0.1974], [0.2649, -0.2646, -0.1448], [-0.0694, 0.3386, 0.5171], [-0.0188, 0.1927, 0.3016], [-0.0061, 0.2770, -0.0052], [-0.0528, -0.8084, -0.3712], [-0.4072, -0.4922, -0.1299], [-0.6432, -0.1752, -0.3362], [0.0777, 0.4420, 0.3782], [0.3222, 0.3333, 0.6671], [0.1118, 0.4399, -0.5920], [-0.4808, -0.5750, 0.7890], [0.0414, -0.3190, -0.1388], [0.0585, -0.1799, 0.4666], [0.3126, 0.2397, -0.0781]],
  "de_lowest_ev": 0.000,
  "s_squared": 6.01,
  "orbital_gap_ev": [8.36, 7.64],
  "total_energy_ha": -5351.8968,
  "homo_ev": [-10.98, -10.27],
  "spin_multiplicity": 5,
  "charge": 1
}

# 3
{
  "formula": "C9H19INOPt2",
  "method": "wB97M-V/def2-TZVPD",
  "elements": ["Pt", "Pt", "I", "C", "C", "C", "C", "C", "C", "N", "O", "C", "C", "C", "H", "H", "H", "H", "H", "H", "H", "H", "H", "H", "H", "H", "H", "H", "H", "H", "H", "H", "H"],
  "coordinates": [[-3.38026, 1.21255, -1.71773], [-7.79418, 2.43825, 0.82034], [-4.95692, 2.11181, 0.49881], [-0.17417, -0.75616, 2.01475], [0.07565, 0.43336, 1.09586], [1.50543, 0.94057, 1.13463], [2.50387, -0.02776, 0.51336], [2.15501, -0.34680, -0.95481], [0.66415, -0.66116, -1.23278], [-0.24859, 0.02890, -0.30570], [-1.57731, -0.26940, -0.53978], [0.39945, -0.05993, -2.64152], [0.40964, -2.17166, -1.16471], [-0.82298, 1.62921, 1.54756], [0.44357, -1.57987, 1.63813], [-1.19043, -1.15505, 1.97725], [0.18015, -0.65983, 3.03801], [1.61695, 1.88989, 0.59616], [1.70377, 1.30146, 2.14699], [2.61091, -0.96904, 1.06700], [3.48711, 0.38170, 0.76004], [2.77758, -1.21943, -1.16183], [2.58867, 0.39862, -1.61944], [-0.66405, -0.15830, -2.90155], [0.56177, 1.01610, -2.71282], [0.98525, -0.56912, -3.40144], [-0.63286, -2.43427, -1.34915], [1.01056, -2.70360, -1.89910], [0.71491, -2.54120, -0.18677], [-0.94443, 1.57530, 2.62814], [-1.84413, 1.48266, 1.18795], [-0.38674, 2.57046, 1.23110], [-1.77736, -1.12825, -0.10695]],
  "atomic_forces_ev_per_a": [[-0.3131, 0.0342, 0.9833], [0.9382, -0.0957, -0.2252], [-0.4645, -0.1426, -0.5317], [0.6124, -1.9725, -0.9895], [-0.5841, 2.0795, 0.5218], [0.5016, 0.1276, -0.5077], [0.0418, -0.3123, 1.2501], [1.3838, 0.0836, 1.3448], [1.3545, 1.1418, -1.2702], [0.4125, -0.9292, 0.9227], [-0.3567, 0.3661, -0.0872], [-1.5166, 0.0668, -0.1184], [-0.4143, -0.3062, 0.3619], [-0.4045, -0.9801, -0.2791], [-0.0513, -0.0225, 0.1425], [-0.1543, 0.3988, 0.3032], [-0.2520, 0.7342, 0.0332], [-0.4539, -0.1350, -0.3544], [0.1701, -0.7132, 0.1997], [-0.6327, -0.0119, 0.0924], [0.1445, 0.1783, -1.1071], [-0.4809, -0.2719, -0.3690], [-0.5722, 0.3501, -0.0463], [0.1183, -0.4500, -0.1607], [0.5521, -0.0742, 0.3263], [0.1038, -0.0745, 0.1078], [0.0336, -0.0517, -0.0664], [0.0617, 0.2901, -0.1624], [-0.0421, -0.1004, -0.0136], [0.4218, 0.2078, 0.0444], [-0.0160, 0.2526, -0.2494], [-0.2210, 0.1406, 0.0141], [0.0797, 0.1918, -0.1099]],
  "s_squared": 6.02,
  "orbital_gap_ev": [6.58, 4.51],
  "total_energy_ha": -1019.1965,
  "homo_ev": [-19.52, -19.58],
  "spin_multiplicity": 5,
  "charge": 3
}